1.
The following is a quantum chemistry calculation of a cluster of 2 separate species, C4H12NO2 in total in a non-equilibrium geometry, from the Open Molecules 2025 dataset.

Geometry (Å):
C: 0.234 1.730 -0.896
N: 1.075 0.825 -0.138
C: 1.490 -1.134 -1.569
C: 0.763 -0.628 -0.311
C: -0.718 -1.072 -0.292
O: -1.230 -1.184 0.986
H: -0.829 1.688 -0.693
H: 0.654 2.738 -0.805
H: 0.425 1.547 -1.950
H: 1.009 0.957 0.861
H: 2.305 -0.481 -1.889
H: 0.914 -1.145 -2.508
H: 1.899 -2.142 -1.477
H: 1.321 -1.137 0.478
H: -0.752 -1.985 -0.909
H: -1.327 -0.284 -0.768
H: -1.321 0.022 1.853
H: -1.096 1.645 1.631
O: -1.423 1.001 2.255

Results
* charge: -1
* M: 106.1 g/mol
* relative energy (zero: lowest compared OMol25 entry of this formula, charge and spin): 19.4 kcal per mole
* LUMO energy: 3.9812 eV
* frontier orbital gap: 7.099 eV

---

2.
The following is a quantum chemistry calculation of a structure of composition CH3O4 in a non-equilibrium geometry, from the Open Molecules 2025 dataset.

Geometry (Å):
C: -0.784 0.345 0.091
O: 2.083 -1.841 -0.963
O: -0.710 0.909 1.229
O: 0.922 -0.143 -0.333
O: 1.050 -1.409 -0.550
H: -0.884 0.936 -0.826
H: -1.265 -0.635 0.104
H: -0.411 1.839 1.250

Results
* charge: +1
* M: 79.0 g/mol
* relative energy (zero: lowest compared OMol25 entry of this formula, charge and spin): 135.3 kcal per mole
* LUMO energy (spin up / spin down): -8.5610 / -8.5632 eV
* frontier orbital gap (spin up / spin down): 9.849 / 9.846 eV

---

3.
The following is a quantum chemistry calculation of an isolated molecule of CH2N4O3 in a non-equilibrium geometry, from the Open Molecules 2025 dataset.

Geometry (Å):
O: 2.151 -1.221 0.174
N: 1.025 -0.769 -0.535
C: 0.352 0.180 -0.097
N: 0.765 1.105 0.868
N: -0.262 1.814 1.122
O: -1.364 1.483 0.326
N: -1.000 0.438 -0.525
O: -1.704 -0.710 -0.020
H: 2.472 -1.728 -0.579
H: -2.436 -0.590 -0.735

Results
* M: 118.1 g/mol
* relative energy (zero: lowest compared OMol25 entry of this formula, charge and spin): 52.3 kcal per mole
* LUMO energy: -0.7452 eV
* SMILES: O/N=c1\nnon1O
* frontier orbital gap: 9.224 eV